[1]
Computed, not measured: a single C3H8N2 molecule in a non-equilibrium geometry, with the ωB97M-V functional and the def2-TZVPD basis.

Computed properties:
Maximum force (eV/Å): 1.76
Gap between HOMO and LUMO (eV): 9.39
SMILES: [H]/N=C\N(C)C
Charge: 0
Molar mass (g mol⁻¹): 72.11

Geometry as XYZ:
```
13
Properties=species:S:1:pos:R:3:mulliken_charge:R:1
H 2.1390 0.6955 -0.0416 0.223
N 1.9884 -0.3307 -0.0412 -0.724
C 0.7543 -0.6960 0.0412 0.143
N -0.3856 0.0148 0.0560 0.015
C -1.6541 -0.7014 -0.0312 -0.808
C -0.2961 1.4646 0.0095 -1.097
H 0.5622 -1.7607 0.0528 0.368
H -2.4562 0.0413 -0.3806 0.264
H -1.9002 -1.0814 0.9940 0.289
H -1.6086 -1.5694 -0.7591 0.311
H 0.1710 1.8150 0.9139 0.346
H -1.2555 1.9018 -0.1189 0.317
H 0.3040 1.7658 -0.8807 0.351
```


[2]
Computed, not measured: a molecular structure, C27H38CrN2O3S3, with the ωB97M-V functional and the def2-TZVPD basis.

Computed properties:
Maximum force (eV/Å): 0.11
Multiplicity: 5
Gap between HOMO and LUMO (spin up / spin down) (eV): 8.87 / 9.41
Expectation value of S²: 6.0084
Charge: +2
Molar mass (g mol⁻¹): 586.81

Geometry as XYZ:
```
74
Properties=species:S:1:pos:R:3:mulliken_charge:R:1
Cr 1.4780 -0.1248 -1.0245 0.819
O 0.9234 -0.4900 1.1104 -0.215
S 1.3185 -0.1370 2.5411 0.022
C 0.8700 1.6047 2.7044 -0.927
C 1.7677 2.4686 1.8221 0.424
C 1.0740 3.7630 1.3656 -0.962
C 1.5120 4.2436 -0.0123 -0.832
S 0.9113 3.3135 -1.4506 -0.139
O 1.3313 1.8747 -1.2051 -0.220
C -0.8381 3.3751 -1.1657 0.657
C -1.5573 4.3746 -1.8052 -0.710
C -2.9246 4.4646 -1.5807 -0.608
C -3.5515 3.5551 -0.7413 -0.707
C -2.8200 2.5463 -0.1228 -0.839
C -1.4539 2.4514 -0.3323 0.057
C 0.0660 -0.8327 3.5819 0.746
C 0.4502 -1.3069 4.8271 -0.557
C -0.5188 -1.8316 5.6723 -0.590
C -1.8405 -1.8902 5.2575 -0.548
C -2.2081 -1.4262 3.9982 -0.826
C -1.2538 -0.8907 3.1505 -0.041
H 0.9369 1.8453 3.7668 0.646
H -0.1791 1.6620 2.4049 0.323
H 2.0420 1.8894 0.9415 -0.468
H 2.6951 2.7021 2.3476 0.565
H 1.2776 4.5686 2.0730 0.547
H -0.0103 3.6380 1.3701 0.312
H 2.5988 4.2439 -0.1273 0.425
H 1.1645 5.2598 -0.2167 0.564
H -1.0632 5.0680 -2.4751 0.498
H -3.4991 5.2394 -2.0692 0.435
H -4.6171 3.6294 -0.5707 0.448
H -3.3167 1.8393 0.5300 0.503
H -0.8681 1.6696 0.1362 0.496
H 1.4881 -1.2708 5.1348 0.449
H -0.2377 -2.2007 6.6489 0.418
H -2.5915 -2.3047 5.9162 0.418
H -3.2417 -1.4812 3.6835 0.460
H -1.5199 -0.5327 2.1622 0.198
N 2.4346 -2.1208 -0.9250 -0.501
C 3.7201 -1.4827 -0.7569 0.579
C 4.9459 -2.1077 -0.6928 -0.847
C 6.0653 -1.2968 -0.5512 -0.271
C 5.9139 0.0810 -0.4781 -0.900
C 4.6424 0.6181 -0.5575 -0.244
N 3.5669 -0.1587 -0.6972 0.187
H 2.4542 -2.8475 -1.6324 0.329
H 2.1146 -2.5324 -0.0504 0.273
H 5.0276 -3.1840 -0.7528 0.482
H 7.0500 -1.7412 -0.4996 0.445
H 6.7689 0.7320 -0.3698 0.448
H 4.4681 1.6854 -0.5229 0.445
C -1.8745 -1.1726 -4.4355 -1.075
C -3.0517 -1.2823 -3.4743 -0.553
C -2.9247 -0.4378 -2.2141 -1.026
S -1.6731 -0.8253 -0.9865 1.081
O -0.3214 -0.6764 -1.7010 -0.612
C -1.9060 -2.5970 -0.7102 -1.171
C -1.1454 -3.5234 -1.6490 0.594
C -1.3190 -4.9755 -1.2143 -1.545
H -2.0944 -1.7054 -5.3593 0.388
H -0.9590 -1.5843 -4.0118 0.121
H -1.6795 -0.1300 -4.6918 0.381
H -3.2513 -2.3224 -3.2111 0.299
H -3.9578 -0.9298 -3.9727 0.442
H -3.8449 -0.4565 -1.6204 0.551
H -2.7240 0.6105 -2.4525 0.367
H -2.9861 -2.7618 -0.7503 0.666
H -1.5864 -2.7544 0.3226 0.468
H -0.0906 -3.2445 -1.6389 -0.306
H -1.4849 -3.3958 -2.6753 0.113
H -0.9586 -5.1314 -0.1959 0.363
H -0.7667 -5.6435 -1.8735 0.415
H -2.3670 -5.2748 -1.2451 0.371
```


[3]
Computed, not measured: a single C6H10N2 molecule in a non-equilibrium geometry, with the ωB97M-V functional and the def2-TZVPD basis.

Computed properties:
Maximum force (eV/Å): 2.89
Gap between HOMO and LUMO (spin up / spin down) (eV): 6.68 / 8.06
Charge: 0
Molar mass (g mol⁻¹): 110.16

Geometry as XYZ:
```
18
Properties=species:S:1:pos:R:3:mulliken_charge:R:1
C 1.4649 -0.1836 -1.6942 -1.394
C -1.8573 -1.0012 -0.0406 -1.443
C 1.1189 0.0783 0.7524 0.255
C 0.6172 -0.3711 -0.4754 0.365
C -0.3876 1.0537 0.7427 -0.103
C -0.8074 -0.0148 -0.5087 0.260
N 2.0396 -0.1188 1.5699 -0.716
N -1.1320 0.9941 1.8228 -0.691
H 2.1870 0.6475 2.2262 0.262
H -0.6623 0.5605 2.6171 0.274
H -0.1706 2.0032 0.2431 0.395
H -1.0809 0.4614 -1.4545 0.386
H 1.4768 0.8717 -2.0010 0.310
H 2.4934 -0.4841 -1.4955 0.407
H 1.0592 -0.7559 -2.5298 0.359
H -1.5488 -1.4941 0.8789 0.301
H -2.0127 -1.7609 -0.8097 0.409
H -2.7973 -0.4859 0.1562 0.363
```


[4]
Computed, not measured: a single C4H3NO2 molecule in a non-equilibrium geometry, with the ωB97M-V functional and the def2-TZVPD basis.

Computed properties:
Maximum force (eV/Å): 8.83
Gap between HOMO and LUMO (eV): 9.13
SMILES: O=c1nccco1
Charge: 0
Molar mass (g mol⁻¹): 97.07

Geometry as XYZ:
```
10
Properties=species:S:1:pos:R:3:mulliken_charge:R:1
O -2.7093 -0.2313 0.4611 -0.580
C -1.5451 -0.1100 -0.1676 0.621
N -1.0307 1.0491 -0.4181 -0.424
C 0.2802 1.1001 0.0314 0.153
C 1.1884 0.1163 0.4533 -0.753
C 0.6906 -1.0755 -0.0917 0.191
O -0.6588 -1.1521 -0.2886 -0.258
H 0.4672 2.2591 -0.3983 0.323
H 2.1568 0.1838 0.7936 0.404
H 1.1607 -2.1395 -0.3752 0.325
```


[5]
Computed, not measured: a single C22H25N3O5S molecule in a non-equilibrium geometry, with the ωB97M-V functional and the def2-TZVPD basis.

Computed properties:
Maximum force (eV/Å): 1.09
Gap between HOMO and LUMO (eV): 9.01
SMILES: Cc1ccc(NC(=O)CN2C(=O)COc3ccc(S(=O)(=O)N4CCCC4)cc32)cc1C
Charge: 0
Molar mass (g mol⁻¹): 443.52

Geometry as XYZ:
```
56
Properties=species:S:1:pos:R:3:mulliken_charge:R:1
C 1.8868 1.3778 5.7199 -1.445
C 1.1897 1.5775 4.4098 0.921
C -0.1970 1.5977 4.3478 -1.140
C -0.8605 1.7803 3.1505 -0.937
C -0.1338 1.9502 1.9773 0.824
N -0.8493 2.1213 0.7819 -0.044
C -0.3781 2.2098 -0.4831 0.779
O 0.7867 2.2196 -0.8112 -0.654
C -1.5111 2.2887 -1.5163 -1.301
N -2.4828 1.2258 -1.3368 0.050
C -3.7607 1.5515 -1.0007 0.735
O -4.1131 2.6887 -0.7705 -0.638
C -4.7213 0.3725 -0.9784 -0.470
O -4.1679 -0.8105 -0.4451 -0.500
C -2.9175 -1.1112 -0.8924 0.623
C -2.4846 -2.4287 -0.8031 -1.146
C -1.2079 -2.7674 -1.2126 -0.480
C -0.3880 -1.7881 -1.7361 -0.380
S 1.2974 -2.1959 -2.1790 1.271
O 1.7970 -1.1782 -3.0616 -0.655
O 1.3568 -3.5602 -2.6150 -0.765
N 1.9784 -2.1187 -0.6482 0.139
C 3.1487 -2.9586 -0.4413 -0.793
C 4.3318 -1.9996 -0.5477 -0.703
C 3.7878 -0.7622 0.1657 -0.375
C 2.2955 -0.7647 -0.2028 -0.345
C -0.7983 -0.4739 -1.8340 -0.089
C -2.0649 -0.1141 -1.3912 0.022
C 1.2543 1.9374 2.0277 -0.471
C 1.9197 1.7510 3.2301 0.964
C 3.4169 1.7440 3.2518 -1.930
H 2.5264 2.2299 5.9476 0.319
H 1.1670 1.2606 6.5257 0.379
H 2.5188 0.4907 5.6878 0.325
H -0.7707 1.4683 5.2541 0.324
H -1.9411 1.7934 3.1248 0.411
H -1.8522 2.1790 0.9046 0.045
H -1.0782 2.2478 -2.5186 0.343
H -2.0528 3.2331 -1.3995 0.510
H -5.5863 0.6226 -0.3611 0.343
H -5.0630 0.2002 -2.0121 0.237
H -3.1631 -3.1618 -0.3980 0.457
H -0.8410 -3.7781 -1.1504 0.504
H 3.0873 -3.3952 0.5615 0.358
H 3.1469 -3.7548 -1.1829 0.435
H 4.5253 -1.7758 -1.5972 0.289
H 5.2368 -2.3927 -0.0891 0.412
H 4.2783 0.1548 -0.1515 0.303
H 3.9070 -0.8711 1.2443 0.176
H 1.6623 -0.5082 0.6513 0.107
H 2.0894 -0.0652 -1.0141 0.200
H -0.1093 0.2398 -2.2513 0.806
H 1.8176 2.0789 1.1209 0.489
H 3.7930 2.5422 3.8908 0.435
H 3.7911 0.8012 3.6494 0.376
H 3.8147 1.8830 2.2507 0.349
```


[6]
Computed, not measured: a gas-phase ion, C7H9NO4P2 (charge -2) in a non-equilibrium geometry, with the ωB97M-V functional and the def2-TZVPD basis.

Computed properties:
Maximum force (eV/Å): 5.15
Gap between HOMO and LUMO (spin up / spin down) (eV): 5.25 / 5.24
SMILES: C=C1C=CC=N[C@H]1[P@H]([O-])=C[P@](=O)([O-])O
Charge: -2
Molar mass (g mol⁻¹): 233.10

Geometry as XYZ:
```
23
Properties=species:S:1:pos:R:3:mulliken_charge:R:1
C 1.8580 -0.6514 -1.7655 -1.005
C 0.5190 -0.6046 -1.5730 0.749
C -0.5306 -1.5372 -1.7846 -0.949
C -1.7668 -1.0740 -2.1248 0.030
C -2.1324 0.2096 -1.9269 -0.454
N -1.2507 1.0835 -1.4676 -0.657
C -0.0897 0.6180 -0.9757 0.054
P -0.7588 0.6164 0.8803 0.513
O -1.1559 1.9364 1.3106 -0.717
C 0.0659 -0.3159 2.0534 -0.537
P 1.2885 0.3906 3.1998 0.815
O 2.5828 0.5108 2.4569 -0.755
O 1.3682 -0.4289 4.4549 -0.802
O 0.7591 1.9289 3.5011 -0.538
H 2.2992 -1.5383 -2.0734 0.340
H 2.4033 0.1025 -1.1317 0.262
H -0.1778 -2.5442 -2.0494 0.305
H -2.4641 -1.8568 -2.5224 0.226
H -3.0223 0.8013 -2.0071 0.376
H 0.7112 1.4061 -1.0712 0.370
H -1.8213 -0.2835 0.4792 -0.055
H 0.7130 -1.0225 1.5638 0.093
H 0.6023 2.2530 2.5729 0.336
```